Formula: C83H166F24N10O19
Source: the OMol25 dataset
Level of theory: ωB97M-V with the def2-TZVPD basis set

The geometry in XYZ format:
```
302
Properties=species:S:1:pos:R:3:mulliken_charge:R:1
C -0.01414 -5.41264 -3.74899 0.733
H 0.34775 -1.08281 -2.80085 -0.390
O -2.45556 1.22509 2.47047 0.507
H 1.61017 1.67324 -9.34438 0.460
F 0.18730 -3.29385 7.85399 -0.333
H 4.05567 -0.49561 3.65045 -0.815
F 4.64326 5.99571 4.89505 -0.325
H -1.92685 -1.85798 -1.41853 0.095
C -0.97944 -6.19153 -0.53013 -0.757
H -0.97738 -3.79587 5.13886 -0.270
H 2.11263 2.43479 -7.85863 0.197
H 0.23389 1.73412 4.46159 -0.252
C -4.80924 -4.22570 -1.76400 0.390
H 6.43895 3.35051 4.02589 0.407
H -4.54156 -6.01194 -5.55772 0.553
H 1.11563 -2.53019 0.37346 -0.499
H -0.56913 2.93776 5.35958 0.452
H -3.90350 4.40437 0.61366 -0.189
C -6.47512 5.88605 -2.42764 -0.251
H 6.60702 -4.16168 4.25612 0.297
H -7.14006 6.44655 -3.11843 0.351
H 6.46046 0.30534 3.48407 -0.273
N -3.01383 4.67072 0.98375 0.675
H -2.00319 -1.04151 0.15027 -0.225
H -2.26689 -5.15107 4.99655 0.262
H -6.96520 -2.60270 -1.41635 0.508
H -2.82877 -5.83719 -5.57680 0.371
H 1.68462 5.92179 -2.35269 0.019
N 3.69879 -3.71125 1.70119 0.957
H -3.33464 3.03945 3.13301 0.151
H -1.41304 -1.64499 1.89577 -0.510
H -2.63752 -4.37049 2.26568 0.095
H 6.28470 -5.84645 4.92825 0.311
F 3.89025 -0.55139 -0.62524 -0.068
N 3.21441 2.88329 -3.02929 0.915
C -1.66505 -0.99834 -0.83332 1.154
H -2.44749 -7.48120 -3.69362 -0.058
F -2.28170 -0.14504 -6.63530 -0.369
C -0.65701 -4.49896 -4.80197 -0.970
H -0.02097 -0.52466 -5.88614 -0.117
C 0.41657 -0.46648 2.14435 0.748
H 10.18932 0.61393 0.73151 0.466
H 4.67765 3.18800 2.22540 -0.108
H 2.20744 6.10394 3.30071 0.149
H -0.26378 7.04332 -1.43472 0.226
H 1.46703 -0.72421 2.27396 -0.415
C 3.41640 -0.05802 -5.04635 -0.429
H -9.27019 2.08417 -2.31998 0.328
H 3.51526 1.01153 1.91096 -1.064
C -3.81727 -4.87166 -3.88285 0.560
H -6.45121 -4.56949 1.88158 0.451
C -2.10799 0.33882 -1.38550 1.995
F 5.82560 -0.19856 -1.52724 -0.289
H -5.41676 -3.45084 1.07003 -0.077
C 2.90899 6.45039 0.99959 -0.230
C 3.32167 -4.67252 -1.55731 0.091
H -4.88610 -2.44597 -3.11178 1.041
H 9.31356 -0.71577 5.39829 0.445
C -7.95715 1.62543 -0.61175 0.067
H 2.90543 0.30989 -5.90966 0.131
H 2.60978 0.34957 4.16206 0.009
C -4.61162 -6.51925 -2.26492 -0.212
C -1.75633 0.20248 -5.41679 0.231
C 0.15397 2.13805 5.43684 -0.644
F -7.04414 5.35640 1.18064 -0.327
C -3.10395 2.49244 2.16550 -0.023
H 0.49765 0.90141 -1.08663 -0.632
H 5.85604 -4.47710 5.87492 0.283
F 1.20557 -3.02262 5.84976 0.076
O -7.35639 2.89598 -0.64383 -0.391
H 2.61696 3.73001 -1.04877 0.034
H 0.55133 2.89979 -8.65226 0.254
C -1.29771 6.75551 -1.55791 -0.526
H 2.62241 -5.81135 3.02747 0.411
H -5.16864 7.55731 -2.32342 0.159
C 0.78933 -2.34905 6.95567 0.806
H -3.90456 1.30998 -1.74870 0.180
H -4.06022 2.35531 1.67428 -0.838
H -0.43248 -3.13025 0.04795 -0.452
C -6.29710 -5.16427 -3.56056 -0.937
H -8.93293 0.38902 -2.06893 0.467
C -5.69221 6.83911 -1.61194 -0.735
H -4.42275 2.24118 -4.53129 0.428
H 8.62813 -1.13636 3.85247 0.135
H -1.87071 3.08944 0.37618 -1.038
H 4.73374 -8.28846 -1.04943 0.335
H -2.66991 9.36570 -4.60331 0.219
O -1.94703 -4.22662 -1.44119 -0.299
H 5.48364 3.01686 6.65704 0.312
C 6.22927 2.21416 6.32505 -0.989
N -4.97194 -5.15031 -2.89286 0.750
N 3.70037 1.14991 -4.25847 0.355
F -2.50882 1.21165 -4.89295 0.091
H -3.71908 8.68220 -3.33482 -0.077
H -5.83174 -1.74702 -0.42805 0.337
C 0.08217 -2.22383 0.37316 0.320
H -6.09949 2.18752 0.83146 -0.273
C 3.05283 -3.69885 3.02840 1.738
H -6.25844 3.13926 -2.59179 -0.071
O -2.51600 -3.29793 3.91006 0.079
O 3.26662 5.29776 1.68542 0.206
H -0.25762 -2.66810 -2.09903 0.075
H -2.16976 4.33874 -5.38404 0.283
H -2.94042 -4.78534 -3.21240 -0.817
H -1.34033 4.49546 3.01885 0.553
C -1.84500 8.85515 -2.45586 -0.474
N -4.19737 4.46553 -4.73981 0.187
F -2.38224 4.73405 -2.03105 0.491
H 8.65282 -1.16554 0.13255 0.267
C -3.62935 0.29712 -1.56445 -1.216
H 3.58157 -3.42855 5.10657 0.516
O 4.97896 -1.21454 1.73401 -0.829
C -3.42817 -7.41132 -4.26104 -0.337
H 4.82062 3.45629 4.68298 0.333
H -3.44401 -8.17589 -5.07791 0.519
O 0.37181 -0.11910 6.26249 -0.096
F 5.25884 -4.30055 -2.83524 -0.342
H 3.26968 -9.03331 -0.27723 0.430
H -4.38889 -8.61564 -2.61380 0.446
C 2.76332 1.80718 -3.63693 -0.074
C -3.28934 -3.62987 2.75646 0.196
C 2.47451 5.33133 -2.74092 -1.273
C -0.95221 -5.13202 -1.59415 0.596
C 8.47362 -1.12922 4.91468 -1.564
N -5.61719 5.03515 -3.24705 0.342
O 7.03157 -0.12794 1.19049 0.002
O -1.94262 7.00320 -0.33974 -0.655
H 1.93439 6.35463 0.47228 0.104
O 4.73554 -4.91405 4.19040 -0.437
H -5.56479 -4.42018 -0.97843 0.926
C 4.61212 2.89871 -3.20988 -0.504
C 5.94436 -4.80129 4.82539 -0.787
C 5.14858 -0.12257 -0.37847 0.028
H 4.37811 5.88729 -0.52403 -0.110
C 9.25798 0.50945 1.27432 -1.127
H 2.69569 -4.84880 -2.42951 -0.209
C -8.51499 1.37049 -1.99492 -1.338
C 3.86091 -8.14434 -0.40214 -1.487
N -5.42176 -2.92305 3.65608 -0.653
H 0.87810 1.42813 1.29330 0.798
H -4.91478 -5.17843 1.22299 0.323
C 2.37570 3.82411 -2.15464 0.779
C -1.18563 5.27969 -1.90879 0.249
F 5.42885 5.90670 2.83918 -0.234
N 5.74451 1.60456 5.03863 0.596
H -6.18335 -3.16873 4.24426 0.240
C 1.23933 2.02014 -8.42978 -1.384
H -0.79697 9.10417 -2.67060 0.320
C -4.74367 -4.05041 3.05246 0.377
O 0.10523 1.48679 -6.38368 -0.087
C -0.32434 -1.73029 1.76655 0.590
H 5.27212 3.63191 -2.84601 0.511
H -0.32212 1.47250 7.38322 0.433
C 3.78209 1.50121 2.87707 1.494
C -4.56507 -7.69811 -3.24919 -0.957
C 0.69713 0.06154 -0.34840 0.952
H -0.59715 2.93420 2.50046 -0.217
H -7.21785 0.85614 -0.50670 -0.077
H 7.40186 -0.20161 6.43512 0.295
H -4.83621 -2.52195 4.38568 0.256
C -6.95642 3.99508 1.47156 0.569
H -2.79388 -0.61173 3.29387 -0.147
H 1.43554 -2.00492 -1.78637 -0.686
H -4.20750 0.07379 -0.62471 -0.054
C 2.08001 -4.87662 3.20126 -1.743
H 2.84319 -3.91325 0.24378 -0.731
C -3.29923 0.38597 3.28603 -0.749
O -1.02116 -5.91425 -2.82628 -0.268
H -2.48490 6.25454 -0.01152 0.377
C 4.40177 -3.72511 -1.99411 0.583
H 4.39165 -0.37607 -5.34899 0.334
C 0.26111 0.57134 1.05653 -0.530
H 1.18188 0.03806 -7.43429 0.226
H -1.17706 -4.99550 -5.62376 0.171
C -3.14886 4.47120 -5.84283 -0.930
H -3.95958 -0.46934 -2.35171 -0.306
H -6.36655 7.42842 -1.01896 0.524
C 3.06141 5.34083 3.17739 -0.754
C 4.05329 -3.66416 4.14203 -0.937
H 6.32093 -1.72919 0.18513 0.292
H 7.65676 1.26671 4.44241 0.306
H -1.44037 0.88365 6.17083 0.273
H -3.15403 5.28435 1.81957 0.370
F -2.14011 -6.84968 -0.36817 -0.327
H -3.95483 -2.33393 -1.63468 -1.607
H -3.17701 10.36575 -3.22207 0.414
H 1.62146 -5.02360 4.18354 0.389
H 2.86552 7.36153 1.60964 0.439
H 8.91829 1.51026 1.56124 0.223
H 1.34050 3.45320 -2.30791 -0.442
H 2.52476 -2.77314 3.28335 -0.730
C -6.06222 -2.01473 -1.43572 -2.164
H -6.29342 -1.12844 -2.01763 0.552
H -0.32714 0.60334 -8.18467 0.357
H -3.53378 0.86722 4.23845 0.374
H 1.03315 2.71033 5.60489 0.430
H -3.81718 -4.39143 -1.36679 -0.933
F -0.38488 4.67656 -1.07031 0.371
H 1.76818 -0.19952 -0.42063 0.043
H 4.19462 -2.82158 1.57490 -0.398
H 2.22109 -6.80513 -0.33592 -0.070
H -4.33644 6.52823 -4.10071 0.215
H 0.15962 -3.91900 -5.24680 0.592
C 4.05463 6.81641 0.05792 -0.946
F 1.90867 -1.88525 7.52020 -0.293
H 5.84200 1.53497 -4.40561 0.506
H 3.75069 1.78363 5.58540 0.271
H 3.75692 7.60549 -0.65790 0.408
H 5.84025 1.94714 2.23821 0.291
H -1.10709 -1.77425 5.10270 -0.080
O 3.92387 -5.86403 -1.14584 -0.367
H 6.23990 1.53354 7.19585 0.329
H 8.47464 -2.16056 5.13653 0.473
H 6.38617 -1.27297 5.45617 0.094
H -3.11105 5.42984 -6.27230 0.386
F 5.05866 1.26803 -0.20830 -0.221
H -3.36616 -2.67780 2.16832 -0.295
F -6.27340 3.99979 2.65981 -0.291
O 2.41397 -4.04825 -0.67101 1.891
F -2.09608 -0.88331 -4.69310 -0.120
C -6.20058 3.19526 0.38966 -0.392
H 2.69855 -7.16081 -2.01698 0.149
H -7.71660 1.30718 -2.74523 0.199
F -0.71650 -5.67618 0.72151 -0.072
C 8.23681 -0.17054 0.43991 -0.342
H -4.78972 -4.94187 3.65750 0.396
C 4.39738 6.12310 3.59211 0.834
H -1.94752 1.08825 -0.62692 -1.297
H 0.04834 -4.79309 -1.54515 0.089
H 2.80890 -0.74896 -4.46330 0.143
N -0.15935 -1.17971 -0.72991 1.085
H -3.49063 3.60011 -6.41265 0.364
F -0.01707 -7.09735 -0.74660 -0.313
H -0.09413 -2.52680 2.39163 0.669
O -5.20728 3.68900 -0.21551 0.098
O 2.96306 4.17043 3.60717 -0.615
C 3.67690 0.47454 3.94279 1.496
H -6.79732 -4.23333 -3.71547 0.290
C 5.52921 2.80635 4.13366 -1.118
F -0.60189 5.28823 -3.14622 -0.323
C 5.03915 2.32219 2.80932 -0.109
H -0.79591 0.87408 1.04201 -0.850
H 9.46858 -0.13127 2.09931 0.194
H -8.65745 1.50944 0.20163 0.402
C 0.38340 -1.78085 -1.96543 0.671
H -1.60505 0.52920 -2.27045 -0.182
H 3.05122 2.24286 3.16133 0.366
H -2.12777 9.24046 -1.46010 0.304
H -5.55709 -7.77556 -3.76886 0.304
C -5.40386 -4.34983 1.70021 -1.240
H 0.80706 -4.87551 -3.31352 -1.051
H -6.12697 -5.62112 -4.55157 0.296
H 0.07342 -0.03018 3.07800 -0.539
H 8.03170 0.37867 -0.45797 0.231
H -4.21971 0.23337 2.78746 0.325
C -5.71005 3.70339 -3.36335 0.047
C 7.16166 -0.47782 5.41122 0.207
C -2.20689 3.45553 1.33360 2.251
C 3.09565 -7.00437 -0.97045 0.489
F 3.84644 -2.65812 -2.60843 -0.223
H -0.68929 -1.06304 7.83238 0.264
H 4.15480 -7.78885 0.58940 0.279
H -5.39088 -6.75753 -1.56870 0.487
H 0.41040 -6.29177 -4.16783 0.800
H 2.42692 5.26193 -3.79167 0.491
F 5.09274 -3.35725 -0.93036 -0.295
O -1.96250 7.42273 -2.55244 -0.005
F 4.15825 7.43627 3.54722 -0.337
H -0.26049 4.35426 1.62330 -0.177
C -1.67524 -4.35439 4.45131 0.128
H 1.25163 -4.87422 2.46795 -0.024
H -1.29153 -3.70898 -4.31728 -0.138
O 0.19851 0.68883 -4.13606 0.041
H -1.12197 -4.76747 3.59940 -0.025
C -4.86658 -2.72334 -2.08664 1.282
C 4.87276 1.81337 -3.97985 -0.933
C -1.06506 3.85328 2.17636 -1.354
C -0.24565 -1.22807 6.79516 -0.138
H 4.44327 -4.42727 1.71396 0.431
H 1.79100 1.43395 -3.56897 0.137
H 4.53372 0.26051 6.10884 0.536
H 7.21033 2.56102 6.12185 0.404
C 0.52704 0.95282 -7.65587 -0.148
C 5.84670 -0.92898 0.80556 -0.291
C -0.36755 1.13679 6.36738 -0.466
H -3.69132 -6.35609 -1.71888 -0.157
C -3.64592 -6.01248 -4.90650 -0.851
H -6.94923 -5.86996 -3.00888 0.329
H 4.98859 7.09182 0.60543 0.330
H 4.75911 -2.87669 3.93396 0.109
H -4.97666 6.30255 -0.95826 -0.124
O -1.38103 -1.62536 6.08118 -0.457
C 4.36997 0.94910 5.25546 -1.891
C 6.80130 0.64721 4.48792 -0.010
H -6.99354 5.17549 -1.81322 0.098
C -0.26516 0.44037 -5.32430 -0.771
H 3.44458 5.79522 -2.45821 0.338
C -2.89190 9.37112 -3.45802 -0.618
C -4.80063 3.29336 -4.32609 -0.533
H -4.13176 -3.94773 -4.45089 0.146
F -8.10951 3.51180 1.72973 -0.271
C -4.68605 5.46965 -4.06180 -0.052
```

## Properties
- E_tot (a.u.) = -7635.7051
- charge = 0
- highest occupied orbital energy (hartree) = -0.252
- HOMO-LUMO gap (Ha) = 0.25569
- lowest unoccupied orbital energy (eV) = 0.096